Formula: C2H8NO2
Source: OMol25
Level of theory: ωB97M-V with the def2-TZVPD basis set

Cartesian coordinates (Å):
1 O -0.809 -1.741 -0.253
2 C -1.441 -0.814 -0.627
3 C -1.268 0.581 0.028
4 N -0.325 0.661 1.176
5 H -2.291 -0.980 -1.342
6 H -2.285 0.999 0.239
7 H -1.234 1.149 -0.996
8 H -0.361 0.167 2.167
9 H -0.069 1.618 1.338
10 H 0.613 -0.218 -0.436
11 H 3.207 -0.516 -1.229
12 H 3.471 -0.505 0.298
13 O 2.792 -0.401 -0.363

## Properties
- HOMO level (eV) = -15.22
- frontier orbital gap (eV) = 7.80
- net charge = +1
- relative energy (zero: lowest compared OMol25 entry of this formula, charge and spin) (eV) = 6.9316

***

Formula: C3H13BeO4
Source: OMol25
Level of theory: ωB97M-V with the def2-TZVPD basis set

Cartesian coordinates (Å):
1 Be 0.677 1.093 0.240
2 C -0.860 -2.488 0.650
3 C -0.391 -1.381 -0.238
4 C -1.584 -0.797 -1.049
5 O 0.131 -0.364 0.543
6 H -1.798 -2.193 1.066
7 H -0.152 -2.888 1.303
8 H -1.071 -3.349 -0.060
9 H 0.266 -1.823 -0.948
10 H -2.259 -1.624 -1.469
11 H -1.220 -0.148 -1.860
12 H -2.205 -0.240 -0.392
13 O 1.376 1.251 -1.253
14 H 1.943 2.026 -1.402
15 H 1.923 0.513 -1.588
16 O -0.416 2.236 0.505
17 H -0.421 2.956 -0.149
18 H -0.623 2.713 1.359
19 O 1.937 1.454 1.338
20 H 2.007 2.131 1.999
21 H 2.742 0.921 1.407

## Properties
- HOMO level (eV) = -12.22
- frontier orbital gap (eV) = 7.93
- net charge = +1
- relative energy (zero: lowest compared OMol25 entry of this formula, charge and spin) (eV) = 0.2366

***

Formula: C4H3ClOS
Source: OMol25
Level of theory: ωB97M-V with the def2-TZVPD basis set

Cartesian coordinates (Å):
1 C 1.114 -0.657 -0.088
2 C -0.095 -0.016 -0.072
3 C 0.062 1.510 -0.095
4 C -1.256 -0.896 0.100
5 H 1.169 -1.663 -0.112
6 H 1.319 1.941 -0.097
7 H -1.158 -1.932 0.358
8 O -1.025 2.103 0.074
9 S -2.792 -0.314 -0.065
10 Cl 2.663 -0.076 -0.003

## Properties
- HOMO level (eV) = -8.60
- frontier orbital gap (eV) = 7.46
- structure (SMILES) = O=C/C(C=S)=C\Cl
- net charge = 0
- relative energy (zero: lowest compared OMol25 entry of this formula, charge and spin) (eV) = 2.6873

***

Formula: C27H53BCl30O6
Source: OMol25
Level of theory: ωB97M-V with the def2-TZVPD basis set

Cartesian coordinates (Å):
1 C 0.119 -3.232 3.340
2 C 0.683 -2.202 2.223
3 C 1.798 -1.190 2.813
4 C 2.167 0.015 1.822
5 C 1.500 1.429 2.272
6 C -0.089 1.295 1.929
7 C -0.834 2.639 2.370
8 C -2.302 2.437 2.976
9 C -2.452 1.244 4.027
10 O -1.280 1.232 4.907
11 C -0.988 -0.148 5.163
12 O -0.231 -0.568 6.048
13 O -1.732 -0.981 4.253
14 C -2.810 -0.233 3.587
15 O -3.977 -0.718 4.315
16 B -3.162 -0.632 2.054
17 O -3.702 -1.980 1.845
18 O -2.969 0.162 0.882
19 C -2.281 -0.553 -0.183
20 H 0.259 -2.805 4.387
21 H 0.616 -4.267 3.246
22 H -1.016 -3.395 3.205
23 H -0.224 -1.665 1.787
24 H 1.132 -2.855 1.394
25 H 1.485 -0.849 3.863
26 H 2.737 -1.845 2.977
27 H 1.805 -0.223 0.765
28 H 3.316 0.128 1.854
29 H 1.932 2.305 1.697
30 H 1.616 1.587 3.408
31 H -0.146 1.099 0.808
32 H -0.430 0.350 2.464
33 H -0.947 3.293 1.424
34 H -0.167 3.248 3.087
35 H -3.132 2.387 2.176
36 H -2.538 3.406 3.562
37 H -3.306 1.578 4.729
38 H -3.774 -1.651 4.553
39 H -2.889 -2.550 1.816
40 H -1.489 0.169 -0.611
41 H -3.032 -0.716 -1.031
42 H -1.787 -1.510 0.181
43 C 2.328 5.048 3.402
44 Cl 1.352 5.496 1.997
45 Cl 3.292 3.603 3.078
46 H 2.998 5.872 3.644
47 H 1.667 4.850 4.245
48 C 7.254 3.338 3.484
49 Cl 6.140 4.612 3.992
50 Cl 6.431 1.775 3.378
51 H 7.662 3.592 2.502
52 H 8.062 3.264 4.210
53 C 4.412 -4.169 0.355
54 Cl 3.465 -3.411 -0.932
55 Cl 3.370 -4.808 1.631
56 H 4.992 -4.987 -0.069
57 H 5.082 -3.426 0.785
58 C -5.408 -0.137 -3.077
59 Cl -6.362 0.269 -4.509
60 Cl -4.388 -1.552 -3.370
61 H -4.773 0.711 -2.822
62 H -6.086 -0.351 -2.250
63 C -7.287 0.925 0.544
64 Cl -5.548 0.653 0.697
65 Cl -7.937 0.083 -0.868
66 H -7.786 0.556 1.438
67 H -7.469 1.993 0.434
68 C 9.034 7.139 5.264
69 Cl 8.056 7.577 3.859
70 Cl 9.991 5.686 4.949
71 H 9.708 7.963 5.497
72 H 8.374 6.952 6.110
73 C -2.160 -4.104 -2.393
74 Cl -1.880 -5.203 -1.037
75 Cl -1.037 -2.739 -2.349
76 H -2.018 -4.648 -3.326
77 H -3.178 -3.726 -2.338
78 C 1.457 -3.487 -5.481
79 Cl 2.584 -4.614 -6.248
80 Cl 1.742 -3.388 -3.739
81 H 1.593 -2.502 -5.918
82 H 0.439 -3.830 -5.655
83 C -5.502 3.710 -4.511
84 Cl -4.205 3.385 -3.353
85 Cl -6.081 5.375 -4.371
86 H -5.124 3.550 -5.520
87 H -6.329 3.031 -4.316
88 C -5.735 -5.192 -3.976
89 Cl -4.609 -6.319 -4.742
90 Cl -5.453 -5.093 -2.234
91 H -5.599 -4.204 -4.413
92 H -6.754 -5.535 -4.150
93 C 0.734 -0.035 -4.749
94 Cl -0.438 -1.105 -5.526
95 Cl 0.136 0.539 -3.189
96 H 1.664 -0.580 -4.593
97 H 0.913 0.823 -5.396
98 C 1.142 -4.294 -9.879
99 Cl 0.190 -3.908 -8.441
100 Cl 0.103 -4.534 -11.289
101 H 1.827 -3.472 -10.081
102 H 1.705 -5.208 -9.695
103 C 0.054 -5.077 6.606
104 Cl 1.786 -5.407 6.731
105 Cl -0.654 -5.903 5.213
106 H -0.439 -5.426 7.512
107 H -0.094 -4.004 6.494
108 C 9.829 6.182 1.021
109 Cl 8.366 5.255 1.379
110 Cl 11.179 5.115 0.616
111 H 9.632 6.840 0.177
112 H 10.094 6.772 1.897
113 C -3.448 2.112 -8.142
114 Cl -4.379 2.865 -9.441
115 Cl -4.509 1.488 -6.873
116 H -2.868 1.288 -8.554
117 H -2.779 2.855 -7.710

## Properties
- HOMO level (eV) = -9.84
- frontier orbital gap (eV) = 10.04
- net charge = 0